No. 1
This record from the OMol25 dataset describes a structure of composition C28H27AuGe. The level of theory is ωB97M-V/def2-TZVPD.

```
57
Properties=species:S:1:pos:R:3:lowdin_charge:R:1
Au 1.55856 0.61932 -0.65043 0.27
C 5.02827 2.33693 -0.32359 -0.09
C 4.01952 2.47723 0.78166 -0.33
C 3.02104 3.44660 0.69952 -0.07
C 1.95705 3.45380 1.58626 -0.31
C 0.77387 4.35083 1.36547 -0.08
C 1.91819 2.51187 2.60727 -0.04
C 2.89611 1.52748 2.70667 -0.30
C 2.72828 0.40812 3.69605 -0.07
C 3.92919 1.51796 1.78365 -0.08
H 4.61257 1.67671 -1.09162 0.05
H 5.96390 1.90025 0.03355 0.06
H 5.24653 3.29901 -0.79125 0.06
H 3.04959 4.16048 -0.11768 0.11
H 0.03220 3.77015 0.80186 0.03
H 1.04418 5.23900 0.78984 0.06
H 0.32515 4.65701 2.31318 0.06
H 1.06917 2.48772 3.28057 0.11
H 2.08955 -0.36104 3.25113 0.08
H 2.24444 0.75780 4.60986 0.06
H 3.68751 -0.04628 3.95334 0.06
H 4.66518 0.71865 1.81469 0.10
C -0.35818 1.20479 -0.00754 -0.54
Ge -1.15299 -0.45301 -0.51970 0.52
C -0.76445 -2.11103 0.59311 -0.28
C -1.24394 -2.08291 1.90904 -0.16
C -0.83988 -2.99189 2.87203 -0.13
C 0.09811 -3.97251 2.55577 -0.14
C 0.60671 -4.01310 1.26407 -0.13
C 0.18607 -3.09724 0.31037 -0.14
C -3.19754 -0.59599 -0.56233 -0.25
C -3.91006 0.43961 -1.17552 -0.12
C -5.29768 0.45845 -1.21845 -0.13
C -6.02761 -0.56872 -0.63267 -0.15
C -5.34490 -1.61436 -0.02436 -0.13
C -3.95421 -1.62357 0.00104 -0.13
C -0.85331 -0.86899 -2.51224 -0.29
C -0.94208 0.24831 -3.34811 -0.17
C -0.58711 0.20548 -4.68723 -0.13
C -0.05799 -0.96438 -5.22866 -0.15
C 0.05820 -2.08345 -4.41976 -0.14
C -0.35972 -2.03912 -3.09304 -0.14
H -1.94565 -1.29969 2.18541 0.09
H -1.23513 -2.93346 3.88186 0.08
H 0.42759 -4.68651 3.30291 0.07
H 1.34370 -4.76762 1.00324 0.08
H 0.62568 -3.14291 -0.68000 0.07
H -3.35193 1.25922 -1.61776 0.08
H -5.81833 1.27914 -1.70299 0.08
H -7.11252 -0.55150 -0.64395 0.08
H -5.90710 -2.42033 0.43857 0.08
H -3.44533 -2.46035 0.46960 0.08
H -1.23874 1.19617 -2.90817 0.06
H -0.69247 1.09028 -5.30768 0.08
H 0.25327 -0.99903 -6.26814 0.07
H 0.47785 -3.00074 -4.82497 0.08
H -0.29838 -2.94866 -2.50376 0.07
```

## Properties
Orbital gap = 3.6 eV
Maximum force = 0.86 eV/Å
LUMO level = 5.18 eV
Total charge = -2

No. 2
This record from the OMol25 dataset describes a structure of composition C28H27BF4N7O2S4W. The level of theory is ωB97M-V/def2-TZVPD.

```
74
Properties=species:S:1:pos:R:3:lowdin_charge:R:1
W 0.37336 0.16063 -0.46460 1.61
C -1.79066 -0.56306 3.50128 -0.01
C -1.31629 -0.68228 2.07933 -0.21
N -0.24118 -0.06397 1.67772 -0.09
N 0.40387 0.65372 2.69007 -0.07
C 1.55414 1.12179 2.37745 -1.07
S 2.30373 0.96327 0.82991 0.69
S 2.48352 2.04396 3.53711 0.94
C 1.17972 2.60054 4.67769 -0.40
C 0.30225 3.66016 4.06752 -0.30
C -1.05257 3.42902 3.85820 -0.05
C -1.85618 4.39950 3.27022 -0.07
C -1.30971 5.61616 2.89013 -0.09
C 0.04359 5.86126 3.10739 -0.09
C 0.84190 4.88861 3.68939 -0.06
C -2.09493 -1.56976 1.20637 -0.10
C -3.31558 -2.08906 1.67845 -0.01
C -4.05687 -2.99990 0.96212 -0.06
C -3.58342 -3.45036 -0.26575 -0.05
C -2.39368 -2.96351 -0.75812 0.00
C -1.65753 -2.01519 -0.04931 -0.30
O -0.52263 -1.57597 -0.62050 -0.31
H -1.14931 0.08522 4.07795 0.05
H -1.81318 -1.54868 3.96833 0.10
H -2.80702 -0.17035 3.51366 0.10
H 1.73594 2.99005 5.53126 0.09
H 0.60831 1.73540 5.00427 0.07
H -1.48492 2.48317 4.15791 0.10
H -2.90874 4.20454 3.11138 0.11
H -1.93435 6.37603 2.43925 0.11
H 0.47281 6.81578 2.83096 0.11
H 1.89730 5.07823 3.84622 0.12
H -3.69901 -1.76628 2.63298 0.11
H -4.99670 -3.36030 1.35528 0.11
H -4.15001 -4.16972 -0.84177 0.12
H -2.03160 -3.28388 -1.72633 0.11
O 1.48344 -2.39304 1.32974 -0.06
C 1.68214 -3.20511 0.19260 -0.19
C 2.47995 -2.42949 -0.82301 -0.22
C 3.51619 -3.07935 -1.48180 0.00
C 4.30988 -2.39885 -2.38339 -0.02
C 4.08029 -1.04416 -2.56777 -0.02
C 3.03733 -0.46357 -1.88342 -0.16
N 2.21042 -1.13452 -1.06113 -0.06
H 0.99625 -2.89848 1.98841 0.11
H 0.73193 -3.52728 -0.24530 0.12
H 2.25732 -4.09973 0.44473 0.13
H 3.70257 -4.12101 -1.25976 0.12
H 5.11143 -2.90537 -2.90374 0.12
H 4.69742 -0.44150 -3.21792 0.12
H 2.84947 0.59651 -1.99744 0.10
N 0.12247 -2.01512 -3.26955 0.15
C 0.27265 -0.71808 -3.57365 -0.66
N 0.39390 0.24999 -2.67846 -0.06
C 0.59299 1.47982 -3.30869 -0.33
C 0.64386 1.43841 -4.65027 -0.30
S 0.40927 -0.17805 -5.20419 1.12
C 0.65968 2.61875 -2.41323 -0.34
C 0.74336 3.93064 -2.69130 -0.31
S 0.54814 4.85406 -1.24558 1.12
C 0.36978 3.39466 -0.33693 -0.66
N 0.51483 2.30228 -1.06866 -0.11
N 0.10907 3.40687 0.96779 0.17
H -0.19778 -2.20383 -2.32289 0.06
H -0.14240 -2.65078 -4.00224 0.11
H 0.76681 2.25522 -5.34001 0.09
H 0.85033 4.41017 -3.64868 0.09
H -0.01827 4.27497 1.46621 0.06
H -0.19633 2.56979 1.43918 0.07
F -2.43343 0.05009 -2.31536 0.17
B -2.68684 1.12063 -1.49964 -1.13
F -1.53479 0.96932 -0.33670 -0.15
F -2.37935 2.32593 -2.05314 0.20
F -3.82879 1.05690 -0.78604 0.21
```

## Properties
Orbital gap (spin up / spin down) = 7.5 / 7.4 eV
Maximum force = 0.58 eV/Å
2S+1 = 3
LUMO level (spin up / spin down) = -2.62 / -3.25 eV
Total charge = +1
Relative energy (zero: lowest compared OMol25 entry of this formula, charge and spin) = 0.0 kcal per mole

No. 3
This record from the OMol25 dataset describes a structure of composition C28H27Cl5N8O2SW in a non-equilibrium geometry. The level of theory is ωB97M-V/def2-TZVPD.

```
72
Properties=species:S:1:pos:R:3:lowdin_charge:R:1
W -1.28494 -0.30418 -0.28331 1.56
Cl -3.62190 -5.69921 -4.44266 0.82
C -2.91198 -4.32910 -3.74635 -0.67
C -1.87167 -3.65715 -4.40859 -0.67
Cl -1.33991 -4.19939 -5.92835 0.81
C -1.26617 -2.53834 -3.82835 -0.59
Cl -0.01957 -1.68471 -4.62297 0.82
C -1.70543 -2.10216 -2.58373 -0.37
O -1.16831 -1.07172 -1.88892 -0.31
C -2.77005 -2.75684 -1.95913 -0.52
Cl -3.28121 -2.03598 -0.46184 0.85
C -3.38009 -3.86449 -2.50253 -0.68
Cl -4.65973 -4.63723 -1.68691 0.80
O -1.87467 0.10001 1.48046 -0.31
N -1.86531 -0.71022 2.56795 -0.13
C -2.52261 -0.31917 3.68342 0.04
C -2.54124 -1.14236 4.77075 0.02
C -1.89800 -2.38631 4.70169 0.03
C -1.22886 -2.75226 3.55308 -0.02
C -1.19693 -1.88706 2.46079 -0.59
S -0.32157 -2.18414 1.01283 0.80
H -3.00231 0.64877 3.65062 0.16
H -3.05495 -0.82906 5.66819 0.14
H -1.92573 -3.05558 5.55152 0.14
H -0.72100 -3.70288 3.46616 0.14
C -2.25336 1.67544 -2.24326 -0.12
C -3.03526 2.93915 -2.73792 -0.11
N -3.91581 3.40216 -1.68888 -0.15
C -3.15419 3.86101 -0.54576 -0.11
C -2.23250 2.70716 -0.04305 -0.13
N -2.55572 1.44784 -0.78905 -0.28
C -4.02606 1.18219 -0.65075 -0.14
C -4.83150 2.35172 -1.29076 -0.11
H -1.17606 1.81370 -2.36691 0.12
H -2.57122 0.79705 -2.80412 0.12
H -3.62268 2.69402 -3.62145 0.14
H -2.34671 3.74008 -3.00343 0.14
H -3.84633 4.17950 0.23238 0.14
H -2.55629 4.72471 -0.83268 0.14
H -2.37680 2.51989 1.02014 0.11
H -1.18763 2.95176 -0.22982 0.10
H -4.25204 1.07148 0.41082 0.12
H -4.26647 0.25250 -1.15895 0.08
H -5.56118 2.75170 -0.58878 0.14
H -5.37187 2.00673 -2.17132 0.14
C 1.90308 -0.74248 -1.63431 0.00
C 1.73125 0.35866 -0.65667 -0.29
N 0.55690 0.74269 -0.10381 -0.08
C 0.83795 1.77473 0.78801 -0.09
C 2.16185 2.01656 0.74834 0.02
N 2.70978 1.12205 -0.14756 0.04
C 4.15122 1.01692 -0.43112 -0.03
N 4.78304 0.04201 0.40103 -0.06
N 4.40363 -1.26585 0.30835 0.04
N 5.09652 -1.96022 1.11069 0.09
C 5.98852 -1.14675 1.76977 -0.21
C 6.96390 -1.44055 2.72426 0.01
C 7.71010 -0.38831 3.20414 -0.05
C 7.50488 0.92690 2.75121 -0.05
C 6.55371 1.23379 1.80203 -0.01
C 5.79359 0.17111 1.32019 -0.16
H 1.37918 -1.63456 -1.29217 0.07
H 2.94778 -1.02142 -1.71712 0.08
H 1.51986 -0.46990 -2.61755 0.06
H 0.08268 2.25499 1.38365 0.11
H 2.75565 2.73883 1.28288 0.15
H 4.60441 1.98258 -0.22661 0.15
H 4.28285 0.78416 -1.48694 0.15
H 7.12610 -2.45647 3.05638 0.13
H 8.48222 -0.57658 3.93697 0.12
H 8.11814 1.71911 3.15873 0.12
H 6.42499 2.24900 1.44703 0.11
```

## Properties
Orbital gap (spin up / spin down) = 4.1 / 4.1 eV
Maximum force = 2.07 eV/Å
2S+1 = 2
LUMO level (spin up / spin down) = -10.77 / -10.81 eV
Total charge = +3

- Look up the maximum force of the second one.
  0.58 eV/Å